# 1
Below is C21H30HfN2OP2 as an isolated structure, with properties calculated with ωB97M-V/def2-TZVPD.

Computed properties:
Energy above the lowest of the compared OMol25 structures with the same formula, charge and spin, eV: 0.000
Net charge: +2
E_HOMO, eV: -13.23
E_tot, eV: -47162.29854
Gap between HOMO and LUMO, eV: 6.682
Maximum force, eV/Å: 3.70

```
57
Properties=species:S:1:pos:R:3:forces:R:3
C -0.0128 -4.6929 1.9911 0.11 0.49 0.02
C -0.4483 -3.7320 1.0735 0.41 0.64 0.03
C -1.3430 -2.7201 1.5400 0.22 -0.84 0.21
C -1.8546 -2.7388 2.8449 0.51 -0.55 0.24
C -1.4350 -3.7506 3.7113 0.09 -0.10 -0.24
C -0.4982 -4.6916 3.3024 0.27 -0.14 -0.11
C -2.9449 -1.7959 3.2777 -1.13 -1.68 -0.56
C -3.6729 -1.2333 2.0781 -0.68 0.42 -0.01
C -3.1430 -1.3080 0.7777 -0.44 0.00 -0.10
C -3.9512 -1.0305 -0.3734 0.54 0.55 0.14
C -5.2185 -0.4911 -0.1449 0.23 0.24 0.10
C -5.7105 -0.3316 1.1533 -0.11 0.11 -0.20
C -4.9688 -0.7473 2.2516 -0.03 -0.11 -0.31
H 0.7766 -5.3865 1.6844 -0.46 0.05 0.16
H -1.8754 -3.8135 4.7050 0.20 0.06 -0.12
H -0.1073 -5.4270 4.0050 -0.26 0.13 -0.16
H -3.6919 -2.4515 3.7861 0.22 0.15 -0.51
H -5.7876 -0.1219 -1.0022 -0.03 -0.31 0.34
H -6.6842 0.1299 1.2938 0.10 -0.19 0.00
H -5.4001 -0.7272 3.2547 0.12 0.13 -0.30
N -1.7809 -1.6948 0.6699 0.37 0.12 -0.85
Hf -0.4496 -0.4789 -0.2520 1.25 -1.89 2.22
C 0.2053 -3.6789 -0.3281 0.66 -1.17 0.22
H -0.5382 -3.6788 -1.1498 0.34 0.27 0.34
H 0.8526 -4.5618 -0.4797 -0.64 -0.15 0.19
C -3.4741 -1.1281 -1.8561 -0.12 -0.36 0.66
H -3.2623 -2.1596 -2.1821 0.03 0.23 0.30
H -4.2624 -0.7526 -2.5268 0.14 -0.11 0.28
P 1.3563 -2.2203 -0.4304 -2.72 -2.45 -0.54
P -2.0063 -0.0813 -2.1318 -1.86 0.39 -1.55
C -2.7044 1.5920 -2.0944 0.16 0.48 0.07
H -1.9147 2.3392 -2.2058 -0.02 -0.04 -0.09
H -3.4367 1.7446 -2.8881 0.03 -0.12 -0.06
H -3.1985 1.7861 -1.1382 0.03 -0.22 -0.04
C -1.3238 -0.3645 -3.7568 0.30 -0.06 -0.83
H -2.0464 -0.1647 -4.5539 0.09 -0.07 0.07
H -0.4550 0.2932 -3.9013 -0.23 -0.08 -0.02
H -0.9627 -1.3980 -3.8498 -0.20 0.19 0.03
C 2.6794 -2.6399 0.6972 0.38 0.55 0.27
H 3.2458 -3.5091 0.3340 -0.22 0.25 0.09
H 3.3303 -1.7567 0.7590 0.05 -0.35 0.07
H 2.2752 -2.8374 1.7000 0.05 -0.01 -0.31
C 1.9882 -2.1357 -2.1055 0.46 0.18 -0.27
H 2.6383 -1.2546 -2.1635 0.07 -0.22 -0.16
H 2.5677 -3.0408 -2.3166 -0.02 0.22 -0.17
H 1.1839 -2.0182 -2.8457 0.20 -0.19 0.25
H -2.7687 -1.1647 4.1243 0.86 1.10 0.00
H 1.3546 -0.5443 0.1066 0.81 2.12 0.48
C 1.5334 2.6232 -0.4612 0.70 0.50 -0.38
C 0.2203 2.5272 0.1768 -1.89 -0.05 1.10
N -0.4425 3.6228 0.5342 0.62 -0.93 -0.43
O -0.3604 1.4013 0.4026 0.37 2.64 0.23
H 1.8710 3.6624 -0.4497 0.09 -0.18 -0.08
H 1.4801 2.2989 -1.5092 -0.01 -0.02 0.23
H 2.2701 2.0050 0.0603 -0.21 -0.07 -0.04
H -1.3594 3.5667 0.9646 0.23 -0.01 -0.04
H -0.0385 4.5137 0.3212 -0.03 0.45 0.13
```
Forces are in eV/Å.

=====

# 2
Below is C4H12AlF2O2Pb as an isolated structure, with properties calculated with ωB97M-V/def2-TZVPD.

Computed properties:
Net charge: +4
E_HOMO (alpha / beta), eV: -25.36 / -25.28
2S+1: 2
E_tot, eV: -25656.79914
Gap between HOMO and LUMO (alpha / beta), eV: 3.040 / 2.942
Maximum force, eV/Å: 4.68

```
22
Properties=species:S:1:pos:R:3:forces:R:3
Al 9.9719 -15.8121 15.9569 0.82 1.65 0.16
Pb 10.3469 -12.8109 18.7979 -0.69 0.54 -2.30
F 11.8902 -13.7106 16.8540 -1.31 -0.73 1.52
F 9.0088 -12.9747 16.5924 1.30 -1.76 1.34
C 15.2929 -11.4272 19.0312 1.06 -0.17 -0.01
C 14.1009 -12.4645 19.0503 1.27 0.84 -2.52
O 14.3501 -13.3497 17.9070 0.83 1.15 3.59
H 15.1191 -10.7454 19.8636 -0.29 0.06 0.23
H 15.4002 -10.9019 18.0822 -0.78 -0.05 -0.16
H 16.2987 -11.8238 19.1695 -0.11 -0.53 0.37
H 13.2119 -11.8449 18.9322 -0.62 -0.41 -0.45
H 14.0385 -12.9820 20.0076 0.80 -0.60 0.26
H 13.5220 -13.5444 17.4621 -1.64 0.12 -1.60
C 12.4059 -16.5398 19.3383 -0.20 -1.18 -0.05
C 12.8037 -17.5785 18.2958 -2.08 4.18 -0.34
O 11.7018 -17.6784 17.3391 0.11 -0.14 1.74
H 11.3731 -16.6621 19.6643 -0.17 0.01 -0.24
H 12.6440 -15.5246 19.0206 0.19 0.32 -0.19
H 12.9644 -16.7113 20.2585 0.48 0.09 0.21
H 12.9481 -18.4808 18.8900 0.13 -1.69 -0.22
H 13.6976 -17.2635 17.7576 0.74 -0.76 -0.22
H 11.8696 -18.4561 16.8019 0.17 -0.92 -1.13
```
Forces are in eV/Å.